1.
85
Properties=species:S:1:pos:R:3 method="wB97M-V/def2-TZVPD" total_charge=0 e_homo_ev=-9.3 homo_lumo_gap_ev=6.97 total_energy_ha=-3104.11829 lumo_energy_ev=-2.290
C -4.432 0.776 -0.931
C -3.198 0.728 -1.817
C -1.996 1.348 -1.110
O -1.746 2.710 -1.572
S -0.578 2.745 -2.688
O -0.266 4.147 -2.805
O -1.297 2.346 -4.107
C -1.056 0.952 -4.324
C 0.351 0.738 -4.902
C 0.410 -0.513 -5.723
F -0.751 -0.993 -6.250
C 1.514 -1.267 -5.898
F 2.670 -0.776 -6.318
F 1.612 -2.570 -5.655
H -4.312 0.032 -0.158
H -5.327 0.586 -1.517
H -4.544 1.779 -0.528
H -2.956 -0.285 -2.137
H -3.356 1.287 -2.737
H -2.183 1.415 -0.043
H -1.074 0.790 -1.263
H -1.156 0.364 -3.415
H -1.807 0.582 -5.009
H 0.694 1.640 -5.408
H 1.023 0.559 -4.069
C 1.637 -3.278 -2.605
C 0.664 -2.466 -2.202
C 0.236 -2.422 -0.781
O -0.654 -1.681 -0.415
C 0.936 -3.314 0.177
C 1.910 -4.126 -0.225
C 2.339 -4.172 -1.648
O 3.230 -4.906 -2.012
H 1.966 -3.322 -3.632
H 0.144 -1.804 -2.883
H 0.610 -3.262 1.209
H 2.435 -4.786 0.455
C -3.784 -0.678 4.140
C -2.711 -0.850 4.910
C -1.411 -1.303 4.341
O -0.434 -1.459 5.043
C -1.354 -1.558 2.879
C -2.426 -1.388 2.115
C -3.722 -0.935 2.679
O -4.672 -0.783 1.943
H -4.738 -0.347 4.531
H -2.728 -0.669 5.978
H -0.402 -1.883 2.479
H -2.404 -1.566 1.046
C -2.917 5.516 -0.060
C -2.493 6.766 -0.228
C -3.380 7.924 0.049
O -2.999 9.064 -0.103
C -4.759 7.633 0.523
C -5.182 6.384 0.690
C -4.293 5.227 0.412
O -4.680 4.088 0.569
H -2.288 4.659 -0.261
H -1.494 6.997 -0.573
H -5.388 8.492 0.719
H -6.182 6.149 1.033
C 2.708 -2.050 5.265
C 3.787 -2.221 6.026
C 5.080 -2.670 5.449
O 6.060 -2.827 6.142
C 5.127 -2.922 3.985
C 4.051 -2.753 3.222
C 2.759 -2.303 3.801
O 1.781 -2.147 3.100
H 1.757 -1.724 5.668
H 3.778 -2.043 7.093
H 6.079 -3.248 3.584
H 4.064 -2.932 2.154
C 4.945 -2.219 -0.980
C 4.155 -1.585 -1.843
C 3.161 -0.586 -1.380
O 2.421 -0.017 -2.155
C 3.080 -0.316 0.077
C 3.869 -0.948 0.940
C 4.865 -1.950 0.481
O 5.581 -2.528 1.268
H 5.675 -2.954 -1.292
H 4.194 -1.767 -2.910
H 2.344 0.415 0.389
H 3.826 -0.768 2.007


2.
86
Properties=species:S:1:pos:R:3 method="wB97M-V/def2-TZVPD" de_lowest_ev=0.000 total_charge=-1 e_homo_ev="-5.2 / -5.2" multiplicity=5 homo_lumo_gap_ev="6.82 / 6.83" total_energy_ha=-4504.11062 lumo_energy_ev="1.621 / 1.623"
Ho -0.062 0.994 -0.490
C -0.885 -2.038 -4.844
C -2.104 -1.330 -4.318
C -3.349 -1.784 -4.746
C -4.527 -1.202 -4.315
C -4.462 -0.145 -3.422
C -3.240 0.334 -2.974
C -3.182 1.473 -2.012
C -2.041 -0.238 -3.427
N -0.813 0.204 -2.887
C 0.163 0.455 -3.768
O 0.092 0.640 -4.983
C 1.551 0.354 -3.160
C 2.674 0.344 -3.969
C 3.902 0.045 -3.400
C 3.974 -0.278 -2.056
C 2.815 -0.231 -1.302
N 1.638 0.094 -1.848
C 2.816 -0.682 0.149
O 3.817 -1.290 0.547
N 1.697 -0.408 0.816
C 1.600 -1.065 2.077
C 1.812 -0.371 3.278
C 2.491 0.968 3.307
C 1.536 -1.001 4.490
C 1.137 -2.325 4.543
C 1.081 -3.049 3.362
C 1.338 -2.446 2.135
C 1.468 -3.316 0.920
H -1.145 -3.054 -5.148
H -0.084 -2.096 -4.105
H -0.464 -1.504 -5.696
H -3.383 -2.622 -5.433
H -5.483 -1.571 -4.665
H -5.370 0.320 -3.058
H -4.146 1.669 -1.549
H -2.797 2.385 -2.468
H -2.494 1.226 -1.193
H 2.539 0.555 -5.019
H 4.796 0.034 -4.012
H 4.889 -0.573 -1.563
H 1.849 1.746 3.718
H 2.797 1.271 2.310
H 3.387 0.891 3.927
H 1.692 -0.444 5.408
H 0.927 -2.801 5.492
H 0.864 -4.112 3.385
H 0.804 -4.180 0.977
H 2.499 -3.671 0.848
H 1.268 -2.772 0.002
C -2.059 -1.458 3.245
C -1.913 -0.921 1.856
N -2.072 0.308 1.533
N -2.390 1.162 2.546
C -3.000 2.375 2.361
N -2.847 3.168 3.468
S -3.885 2.808 1.052
C -1.652 -1.857 0.734
C -2.152 -3.151 0.782
C -1.958 -3.984 -0.307
C -1.218 -3.517 -1.376
C -0.730 -2.223 -1.326
N -0.976 -1.387 -0.316
H -1.457 -0.878 3.948
H -1.681 -2.474 3.310
H -3.102 -1.430 3.568
H -2.084 0.924 3.481
H -1.928 3.137 3.889
H -3.181 4.107 3.311
H -2.707 -3.487 1.645
H -2.368 -4.985 -0.308
H -1.012 -4.130 -2.240
H -0.130 -1.814 -2.123
I -0.049 3.620 -1.838
F 4.822 5.961 1.337
C 3.725 5.199 1.460
C 3.532 4.101 0.640
F 4.445 3.787 -0.284
C 2.392 3.340 0.794
F 2.258 2.256 -0.013
C 1.401 3.603 1.731
S -0.014 2.606 1.919
C 1.637 4.715 2.538
F 0.751 5.059 3.491
C 2.768 5.500 2.414
F 2.949 6.560 3.218


3.
82
Properties=species:S:1:pos:R:3 method="wB97M-V/def2-TZVPD" de_lowest_ev=0.423 total_charge=0 e_homo_ev="-6.5 / -7.3" multiplicity=3 homo_lumo_gap_ev="6.94 / 7.51" total_energy_ha=-4236.37586 lumo_energy_ev="0.407 / 0.205"
W -0.183 -0.831 -0.584
S 1.512 -1.287 1.240
P 1.622 0.711 0.848
C 0.413 1.355 -0.284
P -1.172 1.822 0.398
S -1.944 0.130 1.155
C -2.142 2.585 -0.926
C -1.543 3.432 -1.852
C -2.318 4.068 -2.807
C -3.691 3.858 -2.839
C -4.284 3.008 -1.918
C -3.512 2.368 -0.961
C -1.214 3.176 1.626
C -1.670 2.928 2.913
C -1.796 3.971 3.820
C -1.455 5.262 3.448
C -0.986 5.512 2.164
C -0.873 4.475 1.256
C 1.463 1.623 2.407
C 1.814 2.972 2.428
C 1.780 3.676 3.617
C 1.396 3.033 4.790
C 1.041 1.694 4.768
C 1.075 0.986 3.574
C 3.368 1.008 0.407
C 3.830 1.035 -0.903
C 5.186 1.162 -1.170
C 6.093 1.253 -0.128
C 5.642 1.208 1.185
C 4.290 1.084 1.452
H -0.468 3.569 -1.845
H -1.851 4.718 -3.535
H -4.295 4.350 -3.590
H -5.351 2.831 -1.953
H -3.964 1.680 -0.257
H -1.930 1.916 3.199
H -2.160 3.772 4.819
H -1.556 6.075 4.156
H -0.721 6.519 1.869
H -0.527 4.681 0.251
H 2.116 3.467 1.511
H 2.047 4.724 3.634
H 1.370 3.585 5.720
H 0.737 1.196 5.679
H 0.802 -0.062 3.542
H 3.136 0.942 -1.722
H 5.531 1.187 -2.196
H 7.151 1.354 -0.335
H 6.347 1.270 2.003
H 3.948 1.044 2.478
N -2.485 -8.573 1.197
C -2.340 -7.592 0.231
C -3.372 -6.684 -0.014
C -3.249 -5.728 -1.001
C -2.090 -5.684 -1.763
C -1.054 -6.588 -1.542
C -1.179 -7.536 -0.548
S -1.895 -4.490 -3.015
O -1.027 -5.040 -4.023
O -3.160 -3.943 -3.364
N -0.990 -3.266 -2.293
C 0.328 -3.048 -2.563
S 1.364 -3.935 -3.619
C 2.690 -2.945 -3.121
C 2.296 -2.035 -2.218
N 0.949 -2.074 -1.913
H -3.167 -8.390 1.914
H -1.635 -8.978 1.550
H -4.275 -6.731 0.583
H -4.034 -5.009 -1.183
H -0.167 -6.551 -2.160
H -0.384 -8.250 -0.374
H 3.678 -3.097 -3.520
H 2.920 -1.313 -1.718
C 1.117 1.274 -2.900
C 0.320 0.794 -1.717
O -0.966 0.427 -2.016
H 1.579 0.444 -3.440
H 1.876 2.007 -2.632
H 0.411 1.753 -3.581
O -2.620 -2.835 -0.706
C -1.541 -2.480 -1.081


4.
82
Properties=species:S:1:pos:R:3 method="wB97M-V/def2-TZVPD" de_lowest_ev=2.673 total_charge=0 e_homo_ev="-7.1 / -8.0" multiplicity=3 homo_lumo_gap_ev="6.97 / 7.01" total_energy_ha=-4236.29318 lumo_energy_ev="-0.144 / -1.018"
W 0.160 -0.188 -1.616
S 0.094 -2.725 -1.253
P 0.204 -2.055 0.661
C 0.524 -0.355 0.586
P -0.528 0.992 0.618
S -1.448 2.423 -0.935
C -1.937 0.791 1.760
C -3.273 0.850 1.390
C -4.266 0.622 2.336
C -3.928 0.344 3.653
C -2.592 0.288 4.030
C -1.600 0.503 3.085
C 0.447 2.330 1.415
C -0.197 3.493 1.847
C 0.522 4.512 2.456
C 1.897 4.384 2.631
C 2.541 3.231 2.210
C 1.816 2.201 1.614
C 1.717 -2.769 1.402
C 2.689 -1.964 1.981
C 3.812 -2.537 2.572
C 3.967 -3.913 2.577
C 3.000 -4.725 1.989
C 1.880 -4.156 1.408
C -1.051 -2.822 1.731
C -0.947 -2.631 3.108
C -1.843 -3.247 3.968
C -2.836 -4.072 3.453
C -2.934 -4.273 2.082
C -2.051 -3.639 1.217
H -3.542 1.064 0.364
H -5.306 0.654 2.037
H -4.706 0.165 4.387
H -2.322 0.070 5.057
H -0.556 0.449 3.373
H -1.269 3.598 1.712
H 0.011 5.402 2.802
H 2.459 5.179 3.107
H 3.610 3.124 2.349
H 2.304 1.280 1.314
H 2.563 -0.888 1.955
H 4.568 -1.904 3.020
H 4.842 -4.358 3.035
H 3.124 -5.801 1.985
H 1.127 -4.791 0.950
H -0.153 -2.010 3.512
H -1.762 -3.092 5.037
H -3.535 -4.559 4.123
H -3.710 -4.915 1.681
H -2.139 -3.762 0.145
N 0.903 5.216 -3.342
C 1.245 3.906 -3.186
C 1.336 3.064 -4.330
C 1.608 1.744 -4.192
C 1.799 1.190 -2.897
C 1.794 2.040 -1.778
C 1.494 3.380 -1.928
S 2.807 -0.272 -2.812
O 2.351 -0.827 -1.513
O 4.185 0.090 -2.898
N 2.411 -1.171 -4.036
C 1.120 -1.471 -4.270
S 0.733 -2.532 -5.584
C -0.956 -2.367 -5.246
C -1.143 -1.553 -4.202
N 0.022 -1.016 -3.645
H 0.916 5.630 -4.256
H 0.972 5.841 -2.560
H 1.185 3.489 -5.318
H 1.716 1.108 -5.062
H 2.183 1.686 -0.834
H 1.462 4.021 -1.053
H -1.705 -2.882 -5.828
H -2.099 -1.292 -3.775
C -1.760 1.811 -3.597
C -1.479 1.186 -2.257
O -2.600 0.286 -1.957
H -2.783 2.197 -3.597
H -1.667 1.078 -4.400
H -1.082 2.634 -3.802
O -2.516 -1.395 -0.542
C -1.906 -0.617 -1.223


5.
78
Properties=species:S:1:pos:R:3 method="wB97M-V/def2-TZVPD" total_charge=+2 e_homo_ev="-12.3 / -13.2" multiplicity=2 homo_lumo_gap_ev="6.70 / 6.86" total_energy_ha=-3914.42579 lumo_energy_ev="-5.645 / -6.358"
Ba 0.960 -0.372 0.209
N 5.058 0.038 -2.583
C 4.269 -0.415 -1.607
N 3.413 0.307 -0.965
C 3.289 1.654 -1.273
N 2.585 2.436 -0.527
N 1.858 1.938 0.467
C 1.742 2.597 1.559
C 0.942 2.127 2.675
C 0.629 3.019 3.707
C -0.066 2.560 4.813
C -0.394 1.212 4.875
C -0.056 0.399 3.802
N 0.573 0.837 2.720
C 4.022 2.193 -2.409
C 3.910 3.510 -2.863
C 4.694 3.958 -3.906
C 5.606 3.104 -4.523
C 5.733 1.795 -4.099
C 4.948 1.343 -3.044
H 5.753 -0.559 -3.010
H 4.362 -1.463 -1.341
H 2.264 3.545 1.705
H 0.941 4.052 3.639
H -0.322 3.239 5.613
H -0.901 0.803 5.735
H -0.297 -0.657 3.818
H 3.216 4.172 -2.373
H 4.616 4.982 -4.237
H 6.221 3.466 -5.332
H 6.441 1.130 -4.572
C -3.365 -2.308 -3.668
C -2.515 -1.228 -3.857
C -2.098 -0.484 -2.768
C -2.543 -0.799 -1.485
C -3.398 -1.880 -1.306
C -3.808 -2.629 -2.395
Ge -1.973 0.318 0.058
C -2.691 -0.476 1.742
C -2.331 -1.758 2.149
C -2.889 -2.318 3.284
C -3.808 -1.596 4.031
C -4.176 -0.323 3.630
C -3.612 0.239 2.497
C -2.632 2.177 -0.226
C -3.506 2.421 -1.281
C -4.067 3.677 -1.440
C -3.745 4.699 -0.562
C -2.849 4.472 0.471
C -2.290 3.216 0.635
H -3.681 -2.899 -4.514
H -2.180 -0.973 -4.851
H -1.439 0.370 -2.916
H -3.754 -2.120 -0.312
H -4.472 -3.467 -2.247
H -1.614 -2.332 1.564
H -2.618 -3.319 3.585
H -4.234 -2.025 4.924
H -4.908 0.234 4.193
H -3.900 1.236 2.184
H -3.760 1.624 -1.970
H -4.755 3.856 -2.252
H -4.183 5.677 -0.685
H -2.581 5.278 1.137
H -1.579 3.040 1.435
N 1.854 -7.167 0.460
C 1.746 -5.835 0.385
C 1.651 -5.034 1.538
C 1.532 -3.674 1.410
N 1.493 -3.028 0.237
C 1.587 -3.790 -0.861
C 1.715 -5.155 -0.846
H 1.910 -7.627 1.352
H 1.963 -7.723 -0.369
H 1.676 -5.494 2.512
H 1.468 -3.049 2.295
H 1.559 -3.260 -1.808
H 1.790 -5.710 -1.767


6.
83
Properties=species:S:1:pos:R:3 method="wB97M-V/def2-TZVPD" de_lowest_ev=0.176 total_charge=-1 e_homo_ev="-3.9 / -3.9" multiplicity=2 homo_lumo_gap_ev="5.58 / 5.58" total_energy_ha=-4453.67509 lumo_energy_ev="1.633 / 1.633"
Yb 0.338 0.779 -1.247
Cl 6.434 3.725 1.512
C 5.097 3.267 0.498
C 5.330 2.443 -0.609
C 4.285 2.072 -1.407
C 2.930 2.443 -1.125
O 1.979 2.056 -1.859
C 2.725 3.281 0.035
C 1.424 3.654 0.482
N 0.323 3.095 0.081
C -0.906 3.380 0.648
C -1.111 4.134 1.798
C -2.360 4.221 2.413
C -3.436 3.537 1.912
C -3.307 2.805 0.716
C -4.382 2.088 0.148
C -4.209 1.458 -1.055
C -2.957 1.537 -1.678
N -1.908 2.121 -1.137
C -2.053 2.755 0.049
C 3.831 3.692 0.802
H 6.336 2.115 -0.825
H 4.450 1.432 -2.260
H 1.427 4.450 1.242
H -0.282 4.651 2.257
H -2.465 4.814 3.313
H -4.395 3.554 2.412
H -5.322 2.043 0.684
H -5.005 0.900 -1.526
H -2.819 1.095 -2.659
H 3.652 4.308 1.673
N 2.189 0.342 0.946
C 2.322 -1.086 0.661
C 3.211 -1.831 1.660
C 3.526 -3.267 1.235
C 2.300 -4.157 0.962
N 1.486 -3.827 -0.195
C 1.854 -3.817 -1.481
N 0.950 -3.514 -2.381
N 3.075 -4.287 -1.853
C 2.794 -1.182 -0.830
O 3.899 -1.656 -1.093
O 1.936 -0.782 -1.654
H 3.105 0.789 0.936
H 1.788 0.470 1.875
H 1.305 -1.499 0.704
H 2.726 -1.821 2.642
H 4.159 -1.293 1.751
H 4.111 -3.747 2.026
H 4.158 -3.185 0.351
H 1.633 -4.111 1.824
H 2.648 -5.192 0.858
H 0.564 -3.446 -0.033
H 0.067 -2.842 -2.151
H 1.260 -3.408 -3.334
H 3.787 -4.284 -1.137
H 3.416 -3.915 -2.728
S -0.380 0.997 -3.898
C -1.194 -0.422 -4.495
C -1.540 -0.437 -5.852
C -2.182 -1.508 -6.432
C -2.498 -2.620 -5.665
C -2.171 -2.627 -4.322
C -1.532 -1.549 -3.720
S -1.242 -1.642 -1.975
H -1.272 0.429 -6.438
H -2.436 -1.482 -7.484
H -2.996 -3.471 -6.112
H -2.420 -3.477 -3.702
N -5.640 -0.831 7.075
C -4.964 -0.663 6.158
C -4.135 -0.449 5.045
C -4.510 -0.912 3.777
C -3.682 -0.714 2.698
C -2.450 -0.053 2.845
C -2.107 0.444 4.114
C -2.930 0.248 5.197
C -1.573 0.083 1.749
C -0.805 0.186 0.799
H -5.453 -1.434 3.668
H -3.967 -1.066 1.716
H -1.181 0.990 4.227
H -2.658 0.618 6.178